# H3N3O2

2 unconnected molecules or ions with the total composition H3N3O2 in a non-equilibrium geometry (ωB97M-V with the def2-TZVPD basis set, the Open Molecules 2025 dataset).

Summary:
HOMO energy (spin up / spin down) = -8.93 / -8.47 eV
Orbital gap (spin up / spin down) = 9.05 / 8.03 eV
Strongest force on any atom = 5.37 eV/Å
Energy above the lowest of the compared OMol25 structures with the same formula, charge and spin = 45.5 kcal per mole

Each atom is followed by the atoms it is bonded to, with distances in Å.
Geometry (Å):
1 O -2.05 0.47 -1.21  N5 1.153
2 O -1.06 0.87 0.71  N5 1.217
3 H 0.35 -0.40 1.30  N8 1.001
4 H 1.72 0.40 0.62  N8 0.998
5 N -1.30 0.32 -0.35  O1 1.153, O2 1.217
6 H 0.69 -0.40 -1.29  N7 0.985
7 N 0.55 -0.86 -0.43  H6 0.985, N8 1.309
8 N 1.11 -0.39 0.65  H3 1.001, H4 0.998, N7 1.309